(1)
C14H32F6N6O8S2 as an isolated structure at a distorted geometry, computed with ωB97M-V/def2-TZVPD.

The value obtained for the LUMO energy is 0.243 eV. Its electronic energy is -2878.75093 hartree. Its net charge is 0. As for the gap between HOMO and LUMO: 9.82 eV. Its energy relative to the best compared isomer or geometry (same formula, charge and spin) is 0.0 kcal per mole.

Cartesian coordinates (Å):
1 N 7.96849 18.62903 26.59359
2 H 8.81392 19.11151 26.96132
3 H 7.08898 19.05352 26.94607
4 H 7.92780 17.61387 26.88923
5 H 8.00938 18.64092 25.57674
6 C 10.44422 15.73016 26.40329
7 F 10.42306 17.01860 26.04765
8 F 9.96144 15.00485 25.40288
9 F 11.69536 15.37025 26.65243
10 S 9.48174 15.47939 27.94015
11 O 9.70478 14.12309 28.26924
12 O 9.99713 16.48160 28.82956
13 N 8.00221 15.89500 27.42228
14 S 6.94123 14.72357 27.75935
15 O 6.86711 13.71249 26.75010
16 O 6.95908 14.30104 29.11619
17 C 5.37659 15.66770 27.62072
18 F 5.22631 16.48174 28.68167
19 F 5.40090 16.45551 26.53216
20 F 4.33328 14.85476 27.53782
21 C 3.24333 19.44312 27.08435
22 C 4.31170 19.82491 26.08785
23 O 5.52663 19.68962 26.33595
24 N 3.93053 20.31316 24.91458
25 C 2.56484 20.64830 24.52474
26 H 2.44098 20.18137 27.10390
27 H 3.68497 19.45988 28.07820
28 H 2.87905 18.43930 26.87761
29 H 4.67409 20.59688 24.28690
30 H 2.56574 20.93926 23.48161
31 H 2.13282 21.42418 25.16020
32 H 1.90012 19.78065 24.60710
33 C 5.52209 22.37173 28.04355
34 C 5.79667 23.33926 29.15854
35 O 6.54246 24.29621 29.01913
36 N 5.19191 23.05177 30.33186
37 C 5.42551 23.82477 31.52781
38 H 4.43741 22.19782 27.93670
39 H 5.98211 21.39550 28.13557
40 H 5.76224 22.85507 27.09914
41 H 4.75873 22.15301 30.43911
42 H 6.26916 24.48073 31.35600
43 H 5.58078 23.14532 32.36814
44 H 4.53674 24.40609 31.79465
45 C 5.89590 18.25068 22.39072
46 C 6.64657 19.44544 22.95155
47 O 6.10382 20.52266 23.06387
48 N 7.91846 19.23090 23.40566
49 C 8.73953 20.33366 23.90807
50 H 5.73975 18.37041 21.32016
51 H 4.92933 18.24898 22.89470
52 H 6.39230 17.29211 22.53967
53 H 8.30749 18.32677 23.21200
54 H 9.58978 19.93877 24.46395
55 H 8.16155 20.92588 24.61320
56 H 9.09790 20.96233 23.09438
57 C 11.83000 21.66439 26.58127
58 C 11.38690 20.51344 27.44704
59 O 10.32159 19.93755 27.24481
60 N 12.21614 20.15377 28.43612
61 C 12.00681 18.97199 29.23940
62 H 12.35845 21.33504 25.68653
63 H 12.46410 22.39124 27.09496
64 H 10.94482 22.20899 26.24860
65 H 13.03004 20.72989 28.54670
66 H 11.51004 19.21934 30.18080
67 H 12.95967 18.49372 29.43381
68 H 11.32726 18.31052 28.71315

---

(2)
A 12-piece molecular cluster, C21H65B3N22O17S overall at a distorted geometry, computed with ωB97M-V/def2-TZVPD.

The value obtained for the LUMO energy is -0.028 eV. Its electronic energy is -3796.24285 hartree. Its net charge is 0. As for the gap between HOMO and LUMO: 9.16 eV.

Cartesian coordinates (Å):
1 C 0.54439 -0.66631 -4.62393
2 C 1.15415 -0.06429 -3.27855
3 O 0.49681 0.82343 -2.66852
4 O 2.40936 -0.42640 -2.71424
5 C 2.44877 -1.82884 -2.33388
6 C 2.70040 -2.04300 -0.76105
7 C 1.28389 -2.30348 -0.01356
8 C 0.58441 -0.85768 0.14905
9 B 0.30753 -0.42282 1.68189
10 O -1.07919 -0.48352 2.16911
11 B -1.45069 0.93107 2.21759
12 S -2.91335 1.52928 1.20435
13 O -0.61281 1.76705 3.03406
14 B 0.64456 1.13562 3.36653
15 C 1.42473 1.70211 4.69644
16 C 1.21121 3.27670 4.92639
17 C 2.55253 4.10564 5.20442
18 C 2.15145 5.67843 5.03264
19 O 2.94991 6.33165 4.01097
20 O 1.27702 0.06946 2.62483
21 H -0.56968 -0.86943 -4.40937
22 H 0.55396 0.07107 -5.49868
23 H 1.09118 -1.62498 -4.98434
24 H 3.34444 -2.28887 -2.89816
25 H 1.52443 -2.42008 -2.65998
26 H 3.09509 -1.04012 -0.35200
27 H 3.49299 -2.82106 -0.51523
28 H 1.42816 -2.72553 1.03624
29 H 0.59553 -2.97369 -0.62670
30 H 1.18844 0.00231 -0.33080
31 H -0.43876 -0.82410 -0.38485
32 H -2.41241 1.58358 -0.10659
33 H 0.90612 1.16667 5.58240
34 H 2.51945 1.38369 4.71312
35 H 0.73977 3.73889 3.97881
36 H 0.50821 3.49104 5.81122
37 H 3.43293 3.83097 4.53109
38 H 2.92059 4.02015 6.29909
39 H 1.05822 5.74169 4.66429
40 H 2.15422 6.22705 6.04303
41 H 3.67408 6.79385 4.47774
42 N -4.95547 -0.63831 6.29807
43 C -4.62386 0.42336 5.52764
44 N -3.87272 0.11903 4.43701
45 O -4.97195 1.56619 5.78958
46 H -4.67985 -1.58291 6.09707
47 H -5.51315 -0.45564 7.11551
48 H -3.60530 0.88292 3.83750
49 H -3.57612 -0.81198 4.20292
50 N 1.88845 -1.17179 -8.69073
51 C 1.03391 -2.06452 -8.12951
52 N 0.02472 -2.46533 -8.93721
53 O 1.16577 -2.47456 -6.98324
54 H 1.79760 -0.82387 -9.62837
55 H 2.65365 -0.84812 -8.12152
56 H -0.63401 -3.13084 -8.55690
57 H -0.10027 -2.14111 -9.87919
58 N -3.12713 -3.71000 -6.18013
59 C -2.72888 -4.85443 -6.78222
60 N -2.80485 -5.96160 -6.00546
61 O -2.33084 -4.88705 -7.94022
62 H -3.45707 -3.66064 -5.23382
63 H -3.08445 -2.86614 -6.72657
64 H -2.51713 -6.83305 -6.41925
65 H -3.12811 -5.95674 -5.05561
66 N -6.18425 -1.86096 2.52488
67 C -6.38766 -2.95946 3.29361
68 N -6.70073 -4.08593 2.60500
69 O -6.29597 -2.93617 4.51238
70 H -6.25445 -1.85825 1.52382
71 H -5.94935 -1.00386 3.00089
72 H -6.85921 -4.92259 3.14178
73 H -6.78096 -4.12602 1.60557
74 N 1.76972 1.44630 9.55655
75 C 2.30455 2.61401 9.11565
76 N 2.93866 3.34169 10.06737
77 O 2.22124 2.97865 7.95231
78 H 1.82688 1.12855 10.50711
79 H 1.29040 0.87647 8.87878
80 H 3.35019 4.21495 9.77966
81 H 3.01828 3.05911 11.02744
82 N -4.67425 6.76485 2.58765
83 C -4.28450 5.62294 1.96483
84 N -4.34695 4.50803 2.73351
85 O -3.90728 5.60283 0.80253
86 H -4.98699 6.80313 3.54037
87 H -4.64199 7.61465 2.04950
88 H -4.06539 3.63983 2.30709
89 H -4.65410 4.50370 3.68965
90 N -4.84101 -2.76131 -9.28592
91 C -6.10289 -2.83715 -8.78926
92 N -7.06308 -2.33153 -9.60238
93 O -6.35281 -3.32240 -7.69592
94 H -4.61413 -2.36717 -10.18174
95 H -4.09791 -3.12692 -8.71062
96 H -8.01251 -2.36997 -9.27001
97 H -6.87852 -1.92881 -10.50366
98 N 2.81193 -6.59076 -9.90194
99 C 2.67280 -5.30011 -10.29903
100 N 2.41371 -4.42325 -9.29881
101 O 2.77323 -4.95590 -11.46764
102 H 2.73314 -6.89385 -8.94868
103 H 3.00515 -7.27227 -10.61692
104 H 2.30428 -3.45756 -9.55451
105 H 2.32707 -4.68430 -8.33299
106 N 5.29178 1.13018 9.10769
107 C 6.45101 1.81612 9.27583
108 N 7.57105 1.13441 8.92489
109 O 6.48268 2.95778 9.70926
110 H 5.24275 0.19255 8.75379
111 H 4.43911 1.60428 9.35713
112 H 8.45514 1.61110 9.03584
113 H 7.56494 0.19678 8.56716
114 N -6.08949 2.59294 -9.27563
115 C -5.68662 1.44386 -9.87411
116 N -5.75856 0.33921 -9.09173
117 O -5.28934 1.40626 -11.02977
118 H -6.41855 2.64476 -8.32902
119 H -6.05034 3.43492 -9.82595
120 H -5.46837 -0.52934 -9.50080
121 H -6.08138 0.34603 -8.14122
122 N 12.66015 2.39959 8.33754
123 C 11.33569 2.11823 8.41210
124 N 10.74581 1.84302 7.22076
125 O 10.72261 2.11356 9.47025
126 H 13.18231 2.40922 7.48074
127 H 13.13379 2.60929 9.20073
128 H 9.76196 1.62959 7.23322
129 H 11.23253 1.84237 6.34319

---

(3)
One molecule with the formula C4H4S at a distorted geometry, computed with ωB97M-V/def2-TZVPD.

The value obtained for the LUMO energy is 0.506 eV. Its electronic energy is -552.84893 hartree. Its net charge is 0. As for the gap between HOMO and LUMO: 9.72 eV. Its energy relative to the best compared isomer or geometry (same formula, charge and spin) is 89.8 kcal per mole.

Cartesian coordinates (Å):
1 C 0.77603 -0.30727 0.79243
2 C -0.62054 -0.39665 0.42781
3 C -0.47513 0.03508 -1.09205
4 C 0.30036 0.89247 -0.11978
5 S -1.22286 1.21830 0.94729
6 H 1.56760 -1.01139 0.40607
7 H 1.20623 -0.14725 1.77831
8 H -1.48174 0.34406 -1.33381
9 H -0.04996 -0.62735 -1.80627

---

(4)
A 2-piece molecular cluster, CH2F2O2PS overall at a distorted geometry, computed with ωB97M-V/def2-TZVPD.

The value obtained for the LUMO energy is 3.745 eV. Its electronic energy is -1128.98818 hartree. Its net charge is -1. As for the gap between HOMO and LUMO: 8.37 eV. Its energy relative to the best compared isomer or geometry (same formula, charge and spin) is 143.1 kcal per mole.

Cartesian coordinates (Å):
1 C 0.00257 0.29695 -0.44803
2 O -0.54988 0.08182 1.83086
3 O -2.34434 0.89942 0.53550
4 F 1.77875 0.80897 -1.22274
5 F -0.66302 0.35561 -1.61724
6 P 0.37547 -1.32713 0.10658
7 S -1.04756 1.20596 0.99389
8 H 1.25840 -0.86133 0.97988
9 H 1.18961 -1.46026 -1.15871

---

(5)
A 3-piece molecular cluster, C12H16BF16O7P2 overall at a distorted geometry, computed with ωB97M-V/def2-TZVPD.

The value obtained for the LUMO energy is 2.083 eV. Its electronic energy is -3299.18606 hartree. Its net charge is -1. As for the gap between HOMO and LUMO: 6.49 eV.

Cartesian coordinates (Å):
1 O 3.59278 -0.46173 1.82819
2 P 2.74084 -0.15063 0.66960
3 O 2.30351 -1.47401 -0.15279
4 O 3.56140 0.54327 -0.53688
5 P 1.11038 1.14248 1.18406
6 B -0.38379 1.08368 -0.18408
7 O -0.51701 -0.15703 -0.93505
8 C -1.27817 -1.02236 -0.12662
9 C -2.22478 -0.11184 0.65074
10 O -1.61660 1.15367 0.66706
11 H 1.58523 -1.89586 0.34719
12 H 3.67809 -0.10813 -1.25113
13 H 0.64567 0.41336 2.29546
14 H -0.30661 2.11215 -0.83399
15 H -1.76115 -1.76943 -0.75818
16 H -0.61529 -1.56766 0.57030
17 H -2.38317 -0.49163 1.66871
18 H -3.20203 -0.05661 0.14410
19 C -4.82609 -4.67782 -0.37212
20 C -3.51176 -4.41847 0.38100
21 C -2.88215 -5.59240 1.13647
22 F -3.69474 -6.02020 2.12871
23 F -1.71941 -5.17983 1.68389
24 F -3.65086 -3.36280 1.20525
25 F -2.60170 -4.10085 -0.58186
26 O -6.02645 -4.27189 0.25754
27 C -6.75183 -5.09682 1.06358
28 C -6.90894 -4.50401 2.46901
29 F -5.70748 -4.36562 3.05653
30 F -7.65920 -5.35595 3.21274
31 F -6.26396 -6.35311 1.11309
32 F -8.00678 -5.17337 0.54870
33 H -4.76194 -4.03751 -1.24913
34 H -4.88728 -5.70649 -0.72837
35 H -2.67716 -6.42158 0.45312
36 H -7.40507 -3.53338 2.41099
37 C 4.35043 4.75641 0.02500
38 C 3.15070 4.56492 -0.91459
39 C 3.27690 3.50350 -2.00719
40 F 4.27765 3.82846 -2.86974
41 F 2.12273 3.46986 -2.70666
42 F 2.79216 5.75605 -1.46140
43 F 2.14956 4.13252 -0.11606
44 O 5.22480 5.84686 -0.24071
45 C 6.32856 5.73149 -1.02393
46 C 6.27223 6.70675 -2.20593
47 F 5.22372 6.43244 -3.00179
48 F 7.41188 6.57595 -2.93440
49 F 6.56806 4.47427 -1.43863
50 F 7.40351 6.12356 -0.28292
51 H 3.90377 5.00879 0.98333
52 H 4.89805 3.82477 0.16438
53 H 3.46509 2.52241 -1.56755
54 H 6.19373 7.73138 -1.83703